Entry 1:
18
Properties=species:S:1:pos:R:3:forces:R:3 method="wB97M-V/def2-TZVPD" energy_ev=-32597.667 multiplicity=3 orbital_gap_ev="8.22 / 6.20" homo_energy_ev="-7.4 / -10.3" lumo_energy_ev="0.787 / -4.101"
C -0.10754 -0.44785 -0.85672 -2.46 -0.87 -2.89
C 0.53915 -0.27505 1.12143 -1.56 1.97 1.71
C -0.91755 -0.67506 0.45795 1.74 -1.62 1.13
C 1.13627 -0.14720 -0.20397 0.71 1.38 -0.69
Si -2.63759 0.19694 0.55432 1.12 -0.72 0.36
Si 2.78986 0.44707 -0.74578 -0.85 1.48 -0.28
Cl 2.93793 -2.24408 -0.49929 0.52 -0.67 0.07
H 0.00667 -1.44180 -1.35393 -0.33 0.62 -0.36
H -0.59671 0.27435 -1.60406 0.90 -0.82 0.78
H 0.62489 0.71945 1.68806 -0.58 -1.01 -0.54
H 0.92392 -0.97444 1.82359 0.46 -0.96 0.50
H -1.00197 -1.85742 0.58283 -0.23 2.53 -0.02
H -3.34403 0.28914 1.89638 0.54 0.11 -0.54
H -3.40434 -0.82887 -0.20540 -0.24 0.57 -0.24
H -2.39433 1.55012 -0.06769 -0.46 -0.47 0.15
H 3.34363 0.22307 -2.09486 -0.14 -0.57 0.03
H 3.57312 0.03472 0.40874 0.92 -0.18 0.33
H 2.86696 2.00279 -0.84361 -0.08 -0.79 0.52


Entry 2:
11
Properties=species:S:1:pos:R:3:forces:R:3 method="wB97M-V/def2-TZVPD" energy_ev=-7762.789 orbital_gap_ev="8.61 / 7.65" homo_energy_ev="-8.5 / -7.5" lumo_energy_ev="0.115 / 0.180"
C -0.75638 0.90988 -0.37184 0.52 0.01 0.22
C 0.29683 0.75915 0.43926 -0.21 0.21 0.32
C -1.09569 -0.22704 -1.24219 -0.55 0.59 -0.12
C 1.11227 -0.43632 0.40665 -1.42 -1.04 -1.39
N -0.49559 -1.31140 -1.21555 1.46 -0.24 0.87
O 1.28312 -1.24675 1.45566 0.20 0.26 0.11
H -1.32358 1.82471 -0.42848 -0.08 0.19 0.08
H 0.52923 1.51726 1.17468 0.06 0.16 0.12
H -1.94195 -0.05022 -1.91510 -0.10 -0.16 -0.20
H 1.85941 -0.55985 -0.36183 0.13 -0.06 0.02
H 0.53233 -1.17941 2.05874 -0.01 0.06 -0.03


Entry 3:
79
Properties=species:S:1:pos:R:3:forces:R:3 method="wB97M-V/def2-TZVPD" energy_ev=-97435.658 multiplicity=3 charge=-1 orbital_gap_ev="6.67 / 6.48" homo_energy_ev="-4.3 / -5.1" lumo_energy_ev="2.419 / 1.345"
C 2.45090 -2.65236 -2.41451 0.35 -0.23 0.22
C 2.01316 -1.75865 -3.54038 -1.29 -0.56 -0.91
H 2.00444 -3.65537 -2.48326 0.04 0.25 -0.13
H 2.19506 -2.26356 -1.42106 0.09 0.14 -0.35
H 3.53467 -2.79666 -2.46869 0.06 -0.03 0.14
C 1.81752 -2.23282 -4.78771 0.39 0.78 0.69
C 2.21102 -3.59881 -5.23998 -0.03 -0.29 -0.41
H 1.38592 -1.58610 -5.56063 0.42 -0.25 0.39
H 1.79979 -4.40616 -4.61232 0.19 0.25 -0.12
H 3.30855 -3.69976 -5.27546 -0.32 -0.13 0.04
H 1.82645 -3.72840 -6.26060 0.20 -0.26 0.20
Pd 1.38860 0.35983 2.17459 0.02 -0.49 -1.25
Cl 2.62815 2.20837 3.03252 0.53 0.13 0.70
Cl 2.01907 0.59245 -0.09195 1.00 0.29 0.37
C -0.19983 3.47321 1.87623 -0.35 -0.57 -0.08
O -0.85025 2.47734 2.20216 0.45 1.17 -0.30
N -0.72083 4.52672 1.19397 0.37 -0.28 0.57
C -2.13686 4.54533 0.97086 -0.37 -0.07 -0.29
C 0.08165 5.59333 0.64754 0.27 0.10 -0.11
H 0.86376 3.56532 2.12744 0.00 0.07 -0.17
H -2.66559 4.44621 1.92581 -0.02 -0.09 -0.23
H -2.43006 3.72646 0.30121 -0.17 0.19 0.19
H -2.37719 5.50651 0.51314 -0.21 -0.15 0.00
H 1.01672 5.71229 1.20225 -0.11 -0.17 -0.06
H -0.47536 6.52734 0.72091 0.05 0.09 0.09
H 0.32302 5.44313 -0.41482 -0.03 -0.11 0.18
H -0.05855 -4.90859 3.30587 0.14 0.05 -0.09
H -0.08871 -3.08263 0.77084 -2.07 -1.34 -0.63
C -1.06738 -4.99039 2.89692 -0.03 0.18 0.06
C -1.06202 -3.69670 0.79140 1.16 0.55 -0.76
N -1.47325 -3.81525 2.15788 -0.84 0.09 0.98
H -1.76179 -5.13233 3.71903 -0.03 -0.14 0.21
C -2.12668 -2.83091 2.83694 -0.13 0.55 -0.58
O -2.47819 -1.73389 2.41880 0.13 -1.28 0.18
H -1.79839 -3.18013 0.17634 -0.15 -0.21 0.12
H -2.36982 -3.13266 3.87366 0.14 -0.10 0.01
H -1.11255 -5.86722 2.25671 -0.03 -0.08 -0.09
H -0.81918 -4.68217 0.39292 -0.34 -0.09 -0.04
O 0.54436 -0.64415 -2.10694 0.05 -0.05 -0.49
C 1.54464 -0.37954 -3.12445 -0.26 -0.15 1.10
C -0.04546 0.11090 -5.01486 0.03 0.42 0.07
C 1.06423 0.50971 -4.25881 -0.09 -0.82 0.20
H -0.52052 -0.84206 -4.79167 0.07 0.34 0.00
C -0.56329 0.95472 -5.98708 0.32 0.16 0.01
H 2.40126 0.10278 -2.62824 -0.20 0.15 -0.04
C 1.74000 1.67869 -4.56411 -0.16 0.20 -0.44
H -1.48620 0.68296 -6.49523 0.20 0.09 -0.04
C 0.09474 2.15631 -6.27458 0.10 0.23 0.01
C 1.26796 2.50358 -5.59223 -0.10 0.06 -0.07
H 2.64155 1.92844 -4.00800 -0.20 0.07 -0.03
H -0.31870 2.83954 -7.02560 0.20 -0.30 0.25
H 1.80826 3.42911 -5.84519 -0.36 -0.48 0.14
Si -0.61486 0.28886 -1.30755 -1.82 -0.43 -2.52
Cl 1.13159 -2.05478 1.46792 2.00 1.42 1.21
C -2.00985 -0.08805 -2.67986 0.13 0.49 0.04
C -0.24718 2.09233 -1.43565 0.45 0.50 -0.19
C -1.79332 -0.11388 0.10352 1.48 -0.32 0.44
H -1.77488 0.48458 -3.58976 -0.30 -0.18 0.32
H -3.04226 0.17270 -2.38677 0.33 -0.06 -0.01
H -1.99806 -1.15793 -2.96010 0.03 0.32 0.18
H -1.84863 -1.18849 0.25715 -0.10 0.15 0.08
H -2.77072 0.23109 -0.22657 0.09 0.15 -0.05
H -1.53628 0.34410 1.05640 -0.07 -0.06 0.10
H -0.12553 2.35266 -2.48789 -0.02 0.08 -0.11
H 0.69406 2.28957 -0.92206 -0.26 0.29 -0.13
H -1.02036 2.72295 -1.01779 -0.36 0.08 0.13
C -1.06447 -1.46922 6.52947 0.36 0.42 0.11
N -0.11773 -0.34395 6.49314 -0.28 -0.15 0.34
C 0.35981 0.33484 7.61623 0.38 -0.16 -0.52
C 1.27694 1.23262 7.17768 -0.37 -0.26 -0.03
N 1.32038 1.12035 5.79014 0.04 0.17 0.62
C 0.42605 0.19692 5.37101 -0.17 0.16 -0.16
S -0.12061 -0.14503 3.82377 -0.69 -0.67 1.23
H -2.06080 -1.18253 6.17808 0.19 0.08 0.11
H -0.71421 -2.28982 5.90161 0.13 0.19 -0.05
H -1.08716 -1.80671 7.57001 -0.20 0.03 -0.20
H 0.02460 0.05436 8.59871 0.10 0.14 0.05
H 1.86290 1.94356 7.74281 -0.03 -0.16 -0.24
H 1.88184 1.67563 5.13876 -0.14 -0.09 -0.16